(1)
{"formula": "C21H56B2F8O21PtS7", "method": "wB97M-V/def2-TZVPD", "elements": ["Pt", "B", "F", "F", "F", "F", "B", "F", "F", "F", "F", "O", "S", "O", "O", "C", "C", "C", "H", "H", "H", "H", "H", "H", "H", "H", "O", "S", "O", "O", "C", "C", "C", "H", "H", "H", "H", "H", "H", "H", "H", "O", "S", "O", "O", "C", "C", "C", "H", "H", "H", "H", "H", "H", "H", "H", "O", "S", "O", "O", "C", "C", "C", "H", "H", "H", "H", "H", "H", "H", "H", "O", "S", "O", "O", "C", "C", "C", "H", "H", "H", "H", "H", "H", "H", "H", "O", "S", "O", "O", "C", "C", "C", "H", "H", "H", "H", "H", "H", "H", "H", "O", "S", "O", "O", "C", "C", "C", "H", "H", "H", "H", "H", "H", "H", "H"], "positions_angstrom": [[6.40300, 11.54377, -7.51871], [5.08957, 10.92293, -9.69626], [4.48893, 11.55212, -8.70513], [4.78147, 9.53872, -9.62052], [4.70769, 11.45501, -10.88830], [6.43523, 11.12968, -9.66138], [8.17322, 11.85127, -5.75281], [7.40896, 10.82939, -5.41138], [8.79649, 11.66544, -6.98899], [7.25304, 12.88077, -5.91987], [9.01423, 12.04075, -4.68526], [10.69510, 10.82264, -13.05212], [10.88132, 11.84782, -14.07848], [10.39477, 11.59256, -15.46234], [10.23215, 13.27872, -13.52264], [9.93099, 13.38408, -12.14683], [8.42240, 13.02855, -11.94992], [12.68568, 12.33776, -14.11478], [10.26557, 14.29486, -11.65021], [10.54535, 12.70770, -11.55252], [7.63026, 13.57441, -12.46240], [8.15775, 13.13490, -10.89790], [8.33270, 11.94340, -11.99977], [12.73328, 13.11588, -14.87660], [13.40817, 11.54442, -14.30642], [12.75529, 12.84804, -13.15411], [5.03649, 9.87604, -6.72843], [4.36261, 8.58755, -6.67793], [2.92734, 8.36639, -6.49528], [4.92808, 7.58367, -7.86460], [4.39807, 6.23743, -7.89143], [4.10172, 5.90148, -9.38293], [5.22326, 7.67864, -5.26024], [3.52310, 6.13247, -7.24993], [5.05409, 5.47852, -7.46506], [4.99188, 5.84278, -10.00925], [3.40613, 6.58669, -9.86742], [3.72767, 4.88847, -9.23459], [4.94572, 8.19940, -4.34378], [6.30547, 7.80535, -5.28992], [4.76945, 6.68979, -5.19466], [8.73969, 7.41810, -7.41616], [8.25292, 8.46498, -8.32812], [7.35222, 9.53306, -7.86022], [9.61656, 9.17454, -8.98060], [10.63172, 8.40196, -9.34834], [11.34048, 9.03866, -10.53520], [7.61812, 7.81841, -9.90422], [10.33517, 7.43041, -9.74364], [11.25221, 8.22248, -8.47033], [12.10189, 8.35537, -10.91133], [11.94474, 9.85096, -10.13128], [10.58551, 9.37812, -11.24434], [6.61289, 7.49985, -9.62828], [8.26964, 6.99124, -10.18604], [7.69069, 8.63960, -10.61729], [4.75473, 12.45770, -6.22448], [4.15647, 12.94634, -4.93692], [4.69490, 12.55296, -3.60367], [4.09025, 14.68728, -5.03646], [3.48452, 15.41289, -3.95044], [4.17478, 16.78332, -3.79447], [2.34760, 12.36932, -4.96305], [3.56865, 14.79950, -3.05334], [2.43441, 15.58110, -4.18929], [5.24238, 16.71815, -3.58449], [3.65337, 17.36191, -3.03195], [4.17306, 17.43236, -4.67016], [2.29380, 11.33304, -4.62937], [1.82032, 12.44523, -5.91401], [1.92778, 12.97415, -4.15929], [12.87889, 15.44493, -7.86569], [12.21228, 14.24694, -8.29065], [12.22195, 13.90977, -9.75699], [12.66940, 12.98161, -7.37172], [12.24576, 11.68530, -7.89668], [13.64605, 10.97890, -8.04132], [10.42576, 14.41294, -7.78843], [11.46388, 11.67637, -8.65607], [11.69708, 11.41856, -6.99341], [14.29553, 10.95523, -7.16627], [14.22994, 11.45704, -8.82781], [13.50697, 9.91877, -8.25318], [10.17367, 15.46404, -7.92894], [10.09208, 14.03632, -6.82152], [9.81972, 13.82166, -8.47488], [5.65806, 14.64138, -10.42441], [6.35350, 14.65790, -9.12332], [6.53824, 13.46114, -8.35963], [7.80471, 15.51410, -9.33530], [7.65007, 16.78995, -9.86564], [8.95914, 17.29730, -10.46841], [5.40028, 15.76952, -8.00765], [7.34047, 17.50065, -9.09938], [6.95697, 16.85799, -10.70414], [9.34260, 16.61459, -11.22667], [9.73625, 17.30471, -9.70411], [8.85736, 18.34623, -10.74673], [4.62565, 15.06000, -7.71674], [4.99005, 16.49650, -8.70857], [6.04829, 16.06094, -7.18105], [1.40787, 16.12761, -9.30766], [1.53241, 14.71440, -8.94614], [1.75103, 14.29682, -7.59788], [0.03362, 14.17377, -9.29640], [-0.70177, 14.44828, -10.51542], [-2.13394, 13.99645, -10.31738], [2.43481, 13.62749, -10.13248], [-0.37804, 13.98530, -11.44758], [-0.59849, 15.49905, -10.78620], [-2.30440, 12.91989, -10.30902], [-2.76539, 14.57690, -10.99002], [-2.49503, 14.49914, -9.42016], [2.08089, 12.59767, -10.08434], [3.49418, 13.54876, -9.88826], [2.37133, 14.17211, -11.07454]], "mulliken_charge": [3.90, -0.46, 0.06, -0.21, -0.38, -0.44, -0.61, -0.07, -0.11, -0.14, -0.34, -0.51, 0.98, -0.61, -0.44, -0.23, -0.37, -0.71, 0.30, 0.19, 0.41, -0.24, 0.34, 0.34, 0.33, 0.17, -0.67, 0.74, -0.69, 0.03, -0.56, -1.19, -1.03, 0.59, 0.31, 0.29, 0.28, 0.43, 0.39, 0.25, 0.44, -0.74, 0.83, -0.83, 0.16, -0.39, -0.95, -0.57, 0.43, 0.18, 0.47, 0.05, 0.26, -0.27, 0.58, 0.24, -0.89, 0.87, -0.70, -0.16, -0.32, -1.39, -1.07, 0.46, 0.27, 0.35, 0.39, 0.32, 0.42, 0.23, 0.49, -0.65, 1.05, -0.59, -0.38, 0.24, -1.25, -0.68, 0.21, 0.19, 0.38, 0.33, 0.34, 0.44, 0.39, -0.06, -0.63, 0.39, 0.55, 0.42, -0.33, -1.34, -1.04, 0.32, 0.40, 0.25, 0.33, 0.43, -0.04, 0.61, 0.39, -0.71, 1.15, -0.58, -0.25, -0.26, -1.24, -0.33, 0.31, 0.36, 0.29, 0.39, 0.34, 0.39, -0.40, 0.45], "total_energy_ha": -6169.03292, "multiplicity": 3, "homo_lumo_gap_ev": [10.556, 8.430]}

=====

(2)
{"formula": "C4H6N2O3", "method": "wB97M-V/def2-TZVPD", "elements": ["O", "N", "O", "C", "C", "C", "H", "H", "H", "H", "H", "N", "C", "O", "H"], "positions_angstrom": [[-0.80295, -1.40445, 0.84296], [0.35489, -1.04201, 0.45511], [1.25229, -2.13654, 0.20482], [0.75181, 0.13394, 0.19635], [0.36765, 1.56267, 0.00736], [1.79000, 1.03665, -0.08775], [0.87835, -2.87460, 0.71095], [0.05554, 2.12763, 0.76021], [-0.18894, 1.59640, -0.86989], [2.27620, 1.08825, -1.09033], [2.43586, 1.28000, 0.73868], [-2.17179, -0.31463, -1.21240], [-2.56222, -0.24584, -0.06076], [-3.02742, 0.10141, 0.95202], [-1.40928, -0.90886, -1.54733]], "mulliken_charge": [-0.72, 0.61, -0.44, 0.16, -0.64, -0.32, 0.36, 0.30, 0.23, 0.21, 0.22, -0.64, 0.79, -0.44, 0.31], "total_energy_ha": -491.06241, "e_above_lowest_kj_mol": 626.2, "homo_lumo_gap_ev": 10.043}

=====

(3)
{"formula": "C43H35BrCdF3I2N5O2S", "method": "wB97M-V/def2-TZVPD", "elements": ["Cd", "F", "C", "C", "C", "C", "C", "F", "C", "C", "C", "C", "C", "C", "N", "H", "H", "H", "H", "H", "H", "I", "C", "C", "C", "I", "C", "C", "C", "C", "N", "C", "C", "O", "H", "H", "H", "H", "F", "C", "C", "C", "C", "C", "C", "C", "H", "H", "H", "H", "H", "H", "C", "C", "C", "C", "O", "H", "H", "H", "H", "H", "H", "H", "H", "H", "N", "C", "N", "C", "C", "C", "C", "C", "C", "S", "H", "H", "H", "H", "H", "H", "Br", "C", "C", "C", "C", "N", "C", "H", "H", "H", "H"], "positions_angstrom": [[-0.11517, -0.30156, -0.18929], [1.38619, -4.16027, -4.07025], [0.45265, -3.31351, -3.53893], [0.70633, -2.67669, -2.34341], [-0.24011, -1.81358, -1.79157], [-1.48609, -1.65913, -2.43186], [-1.65483, -2.27163, -3.66787], [-2.77669, -2.06437, -4.41589], [-0.70903, -3.10250, -4.24869], [-2.60607, -0.91973, -1.73601], [-3.88638, -1.42293, -1.85511], [-4.85863, -0.95852, -0.90916], [-4.59509, 0.05912, -0.07850], [-3.29145, 0.81412, -0.18309], [-2.25102, 0.08802, -0.92414], [1.66214, -2.85786, -1.85985], [-0.89012, -3.56796, -5.20697], [-4.09630, -2.26260, -2.49840], [-5.80882, -1.48128, -0.83244], [-5.30583, 0.36710, 0.68055], [-3.46345, 1.78180, -0.69993], [-0.64185, 4.03559, 2.71425], [0.91874, 4.06888, 1.32517], [1.59520, 5.26717, 1.10897], [2.64139, 5.32964, 0.22642], [3.58887, 7.18955, -0.04553], [3.08342, 4.16856, -0.44862], [4.19416, 4.12711, -1.31872], [4.59299, 2.94086, -1.86130], [3.87409, 1.77847, -1.53838], [2.81336, 1.77922, -0.77274], [2.39166, 2.94118, -0.22780], [1.21249, 2.86191, 0.64722], [0.55340, 1.80073, 0.80726], [1.28482, 6.15288, 1.64625], [4.73248, 5.04151, -1.53267], [5.45010, 2.88561, -2.52057], [4.19678, 0.81788, -1.92825], [-6.05543, 3.90749, 4.83518], [-5.26100, 3.23733, 3.94925], [-5.24852, 3.63721, 2.63010], [-4.43717, 2.94972, 1.73650], [-3.64935, 1.87460, 2.14408], [-2.72567, 1.15273, 1.20243], [-3.69935, 1.50562, 3.48642], [-4.49900, 2.18243, 4.40043], [-5.85833, 4.47395, 2.31484], [-4.41597, 3.25964, 0.69902], [-1.82872, 1.76266, 1.06263], [-2.39711, 0.21966, 1.66728], [-3.08644, 0.67704, 3.82157], [-4.53146, 1.89909, 5.44430], [3.33581, -3.20868, 1.45032], [3.26527, -1.68529, 1.56722], [3.99123, -1.17946, 2.81394], [3.91788, -1.06903, 0.32983], [1.92406, -1.22195, 1.48891], [4.37418, -3.52148, 1.30281], [2.74599, -3.52497, 0.58858], [2.93826, -3.70082, 2.33497], [5.03450, -1.50331, 2.78032], [3.54612, -1.56827, 3.73125], [3.97435, -0.08767, 2.83951], [4.99909, -1.22886, 0.34339], [3.70281, -0.00014, 0.29011], [3.51003, -1.52930, -0.57336], [0.95380, 0.05187, 3.25089], [0.88983, -1.19828, 2.54500], [-0.31758, -1.35611, 1.85098], [-0.81283, -2.61539, 1.93211], [-1.88096, -3.11927, 1.17586], [-2.30972, -4.42386, 1.37234], [-1.70691, -5.26147, 2.30743], [-0.64660, -4.77363, 3.07334], [-0.22146, -3.47470, 2.88561], [1.01991, -2.60410, 3.77060], [0.67666, 0.79028, 2.60430], [1.90862, 0.24567, 3.52966], [-2.36558, -2.48249, 0.44415], [-3.13411, -4.79480, 0.77355], [-2.05417, -6.27867, 2.44177], [-0.16465, -5.40250, 3.81412], [3.88181, -0.84937, -5.29927], [2.27851, 0.06794, -4.86477], [1.57391, 0.74669, -5.83992], [0.41733, 1.40295, -5.45447], [0.03235, 1.34877, -4.12063], [0.72018, 0.69507, -3.19442], [1.82273, 0.05709, -3.55720], [1.91509, 0.75284, -6.86645], [-0.17949, 1.94296, -6.17746], [-0.87310, 1.83815, -3.77870], [2.35603, -0.47839, -2.78038]], "mulliken_charge": [2.76, -0.41, 0.60, 0.51, -0.93, 1.27, 0.85, -0.40, -1.06, -0.87, -0.98, -0.72, -0.71, -0.11, -0.42, 0.23, 0.48, 0.34, 0.30, 0.29, 0.09, 0.04, -0.02, -0.64, -0.27, -0.04, 1.07, -0.75, -1.34, 0.25, 0.18, -0.71, -0.11, -0.03, 0.31, 0.16, 0.39, 0.51, -0.38, 0.52, -0.73, -0.14, -0.25, 0.35, -0.17, -0.71, 0.39, 0.38, -0.54, 0.04, 0.50, 0.41, -1.61, 1.71, -1.98, -1.21, 0.46, 0.45, 0.16, 0.38, 0.46, 0.34, 0.37, 0.46, 0.12, 0.15, -0.50, -0.19, 0.02, -1.32, 0.11, -0.86, -0.49, -0.51, 0.65, -0.55, 0.00, 0.39, 0.28, 0.41, 0.35, 0.35, -0.21, -0.53, -0.11, -0.77, -0.37, 0.09, 0.10, 0.43, 0.41, 0.46, 0.34], "charge": -2, "total_energy_ha": -6118.84992, "e_above_lowest_kj_mol": 141.7, "homo_lumo_gap_ev": 4.255}

=====

Question: Which formula does entry 3 have?
Answer: C43H35BrCdF3I2N5O2S